*1*
Formula: C40H50ClHfN10O5
Source: the Open Molecules 2025 dataset
Level of theory: ωB97M-V with the def2-TZVPD basis set

Element x y z (Å)
Hf1 -0.078 -0.230 -1.395
N1 1.489 -1.239 -2.920
C1 0.862 -2.050 -3.986
C2 -0.334 -1.305 -4.537
N2 -1.279 -1.022 -3.441
H1 1.950 -0.432 -3.333
H2 2.210 -1.777 -2.448
H3 0.546 -2.995 -3.543
H4 1.566 -2.270 -4.791
H5 -0.794 -1.883 -5.342
H6 -0.016 -0.347 -4.948
H7 -1.757 -1.877 -3.167
H8 -1.989 -0.370 -3.757
O1 -0.830 1.452 6.462
C3 -1.956 2.072 5.851
C4 -2.180 1.428 4.512
C5 -2.597 2.179 3.420
C6 -2.724 1.546 2.196
N3 -2.468 0.258 2.012
C7 -2.070 -0.466 3.049
C8 -1.932 0.076 4.325
C9 -1.672 -1.869 2.713
C10 -0.726 -2.559 3.463
C11 -0.307 -3.820 3.051
C12 0.767 -4.556 3.813
O2 0.732 -4.308 5.205
C13 -0.874 -4.347 1.902
C14 -1.795 -3.579 1.205
N4 -2.179 -2.365 1.578
H9 -0.794 1.710 7.388
H10 -1.781 3.142 5.706
H11 -2.852 1.954 6.470
H12 -2.771 3.243 3.507
H13 -3.015 2.112 1.316
H14 -1.607 -0.525 5.161
H15 -0.272 -2.121 4.340
H16 1.744 -4.202 3.474
H17 0.713 -5.625 3.589
H18 -0.051 -4.727 5.576
H19 -0.594 -5.327 1.536
H20 -2.235 -3.958 0.289
Cl1 -5.582 -0.959 0.401
C15 -4.503 0.069 -0.456
C16 -4.930 1.265 -0.998
C17 -4.001 2.066 -1.649
C18 -2.693 1.642 -1.737
N5 -2.292 0.467 -1.220
C19 -3.172 -0.306 -0.579
H21 -5.965 1.565 -0.903
H22 -4.288 3.014 -2.080
H23 -1.932 2.231 -2.232
H24 -2.820 -1.224 -0.121
O3 2.470 -2.985 1.724
C20 1.807 -4.043 1.231
C21 2.077 -5.292 1.794
C22 1.409 -6.412 1.347
C23 0.449 -6.326 0.335
C24 0.171 -5.097 -0.217
C25 0.843 -3.946 0.215
C26 0.493 -2.651 -0.367
O4 1.175 -1.602 -0.080
O5 -0.495 -2.505 -1.152
H25 2.212 -2.194 1.214
H26 2.823 -5.352 2.575
H27 1.638 -7.373 1.790
H28 -0.067 -7.212 -0.007
H29 -0.579 -4.989 -0.989
C27 3.639 2.852 0.422
C28 2.971 2.635 -0.936
C29 3.318 1.238 -1.440
C30 1.408 2.958 -0.918
C31 1.313 4.445 -0.699
C32 1.133 5.312 -1.691
C33 0.983 4.847 -3.055
C34 0.880 3.547 -3.374
C35 0.712 3.144 -4.826
C36 1.784 2.163 -5.303
C37 -0.699 2.644 -5.152
C38 0.870 2.526 -2.295
N6 0.466 1.343 -2.555
H30 4.721 2.790 0.300
H31 3.339 2.080 1.134
H32 3.403 3.822 0.855
H33 3.386 3.360 -1.642
H34 2.808 0.465 -0.855
H35 4.390 1.075 -1.324
H36 3.078 1.116 -2.497
H37 1.440 4.786 0.315
H38 1.119 6.376 -1.495
H39 0.944 5.588 -3.848
H40 0.858 4.065 -5.398
H41 1.656 1.189 -4.833
H42 2.784 2.529 -5.064
H43 1.724 2.031 -6.385
H44 -0.915 1.727 -4.602
H45 -0.793 2.444 -6.222
H46 -1.447 3.392 -4.885
N7 0.751 3.132 3.713
C39 0.868 2.344 2.605
N8 1.108 1.036 2.810
N9 0.792 2.936 1.439
C40 0.765 2.193 0.282
N10 0.312 1.003 0.166
H47 1.037 2.771 4.609
H48 0.882 4.116 3.553
H49 1.013 0.661 3.739
H50 0.903 0.447 2.005

Computed properties:
HOMO-LUMO gap: 7.60 eV
Spin multiplicity: 1
Net charge: +1

*2*
Formula: C40H50ClHfN10O5
Source: the Open Molecules 2025 dataset
Level of theory: ωB97M-V with the def2-TZVPD basis set

Element x y z (Å)
Hf1 0.467 -0.167 0.834
N1 -0.825 1.802 0.298
C1 -1.441 2.568 -0.808
C2 -0.497 2.933 -1.938
N2 -0.171 1.777 -2.772
H1 -1.558 1.607 0.978
H2 -0.181 2.407 0.799
H3 -1.856 3.494 -0.401
H4 -2.269 1.985 -1.209
H5 0.426 3.357 -1.530
H6 -0.979 3.739 -2.505
H7 0.398 2.066 -3.560
H8 -1.027 1.393 -3.157
O1 1.089 -4.927 -4.573
C3 -0.072 -4.970 -3.773
C4 -0.031 -3.843 -2.780
C5 -1.001 -3.749 -1.790
C6 -0.955 -2.690 -0.908
N3 -0.014 -1.747 -0.970
C7 0.925 -1.830 -1.917
C8 0.953 -2.868 -2.837
C9 1.920 -0.719 -1.939
C10 2.954 -0.663 -2.857
C11 3.786 0.450 -2.881
C12 4.904 0.549 -3.890
O2 5.335 -0.703 -4.373
C13 3.547 1.473 -1.974
C14 2.528 1.327 -1.057
N4 1.742 0.247 -1.027
H9 1.053 -5.634 -5.224
H10 -0.153 -5.917 -3.229
H11 -0.978 -4.856 -4.380
H12 -1.788 -4.487 -1.702
H13 -1.696 -2.571 -0.127
H14 1.711 -2.934 -3.601
H15 3.129 -1.461 -3.562
H16 5.728 1.134 -3.471
H17 4.533 1.098 -4.759
H18 5.874 -1.135 -3.702
H19 4.168 2.360 -1.945
H20 2.351 2.065 -0.286
Cl1 -3.095 -1.820 -5.512
C15 -3.487 -1.189 -3.950
C16 -4.803 -1.050 -3.546
C17 -5.039 -0.554 -2.274
C18 -3.956 -0.226 -1.472
N5 -2.691 -0.359 -1.865
C19 -2.464 -0.827 -3.087
H21 -5.612 -1.325 -4.209
H22 -6.049 -0.426 -1.909
H23 -4.107 0.158 -0.468
H24 -1.428 -0.939 -3.393
O3 -1.437 -3.260 4.711
C20 -2.571 -3.067 4.017
C21 -3.691 -3.818 4.373
C22 -4.875 -3.659 3.686
C23 -4.975 -2.755 2.627
C24 -3.871 -2.014 2.272
C25 -2.656 -2.153 2.954
C26 -1.487 -1.359 2.536
O4 -0.380 -1.447 3.126
O5 -1.580 -0.605 1.498
H25 -0.775 -2.651 4.326
H26 -3.602 -4.515 5.196
H27 -5.738 -4.245 3.976
H28 -5.910 -2.636 2.096
H29 -3.916 -1.304 1.457
C27 -0.643 2.343 3.586
C28 0.297 3.494 3.218
C29 -0.211 4.406 2.080
C30 1.772 3.150 3.031
C31 2.638 4.176 3.414
C32 4.009 4.052 3.351
C33 4.531 2.825 2.980
C34 3.720 1.763 2.602
C35 4.425 0.423 2.458
C36 4.552 -0.136 1.043
C37 3.828 -0.591 3.433
C38 2.303 1.938 2.515
N6 1.495 0.978 1.922
H30 -1.675 2.702 3.610
H31 -0.401 1.973 4.583
H32 -0.574 1.485 2.920
H33 0.292 4.130 4.106
H34 0.228 4.167 1.109
H35 0.075 5.440 2.272
H36 -1.301 4.377 1.989
H37 2.205 5.100 3.783
H38 4.657 4.870 3.639
H39 5.604 2.669 3.014
H40 5.450 0.608 2.793
H41 3.587 -0.401 0.621
H42 5.166 -1.041 1.056
H43 5.036 0.588 0.384
H44 2.768 -0.711 3.218
H45 3.926 -0.235 4.460
H46 4.333 -1.558 3.351
N7 1.784 -2.826 4.570
C39 2.432 -3.802 3.931
N8 2.978 -4.794 4.644
N9 2.574 -3.870 2.612
C40 2.094 -2.922 1.879
N10 1.683 -2.093 1.177
H47 1.728 -2.807 5.573
H48 1.388 -2.050 4.057
H49 2.908 -4.840 5.644
H50 3.448 -5.530 4.148

Computed properties:
HOMO-LUMO gap: 6.10 eV
Spin multiplicity: 1
Net charge: +1

Relative energy table, unit eV: *1* 1.903; *2* 0.000

*1*
Formula: C3H2F3NO2
Source: the Open Molecules 2025 dataset
Level of theory: ωB97M-V with the def2-TZVPD basis set

Element x y z (Å)
O1 1.504 -1.825 -0.728
N1 1.647 -0.777 -1.207
C1 0.846 0.401 -1.249
O2 1.188 1.502 -1.130
F1 -0.273 0.061 -1.963
C2 -0.279 -0.360 0.973
C3 -1.274 0.468 1.135
F2 -2.453 0.197 0.703
F3 -1.169 1.747 1.490
H1 -0.406 -1.254 0.580
H2 0.668 -0.161 1.396

Computed properties:
HOMO-LUMO gap (alpha / beta): 8.51 / 8.49 eV
Spin multiplicity: 1
Net charge: 0
Structure (SMILES): O=NC(=O)F.C=C(F)F

*2*
Formula: C3H2F3NO2
Source: the Open Molecules 2025 dataset
Level of theory: ωB97M-V with the def2-TZVPD basis set

Element x y z (Å)
O1 0.052 1.295 0.740
C1 0.960 0.948 0.088
F1 1.976 1.769 -0.290
N1 1.111 -0.258 -0.642
C2 1.667 -1.365 -0.498
F2 2.139 -1.783 0.665
H1 1.884 -2.049 -1.325
O2 -2.069 -0.823 0.462
C3 -2.405 0.310 0.411
F3 -2.401 0.970 -0.752
H2 -2.916 0.987 1.141

Computed properties:
HOMO-LUMO gap: 12.19 eV
Spin multiplicity: 1
Net charge: 0
Structure (SMILES): O=C(F)/N=C\F.O=CF

Relative energy table, unit eV: *1* 3.977; *2* 0.000

*1*
Formula: C2H4NO4
Source: the Open Molecules 2025 dataset
Level of theory: ωB97M-V with the def2-TZVPD basis set

Element x y z (Å)
C1 -2.686 -0.027 0.596
C2 1.301 0.230 -0.121
N1 2.498 0.726 -0.050
O1 2.674 2.118 -0.546
O2 -3.636 -0.693 0.781
O3 3.568 0.080 0.393
O4 0.364 0.773 -0.707
H1 -2.759 0.873 -0.179
H2 -1.756 -0.158 1.169
H3 1.107 -0.752 0.456
H4 1.976 2.620 -0.141

Computed properties:
HOMO-LUMO gap: 6.06 eV
Spin multiplicity: 1
Net charge: -1

*2*
Formula: C2H4NO4
Source: the Open Molecules 2025 dataset
Level of theory: ωB97M-V with the def2-TZVPD basis set

Element x y z (Å)
O1 0.538 -1.015 -1.543
C1 0.510 -0.009 -2.325
O2 0.294 1.160 -2.018
H1 0.815 -0.241 -3.368
N1 0.961 -0.087 1.349
C2 -0.398 0.011 1.511
O3 -1.126 -0.600 0.563
O4 -0.931 0.540 2.466
H2 1.483 0.560 1.898
H3 1.254 -0.299 0.402
H4 -0.572 -0.774 -0.268

Computed properties:
HOMO-LUMO gap: 9.42 eV
Spin multiplicity: 1
Net charge: -1

Relative energy table, unit eV: *1* 6.605; *2* 0.000